(1)
Density functional theory data (ωB97M-V/def2-TZVPD) for 9 unconnected molecules or ions with the total composition C81H171N9O9.

```
270
Properties=species:S:1:pos:R:3:mulliken_charge:R:1
C -8.802 2.511 -9.241 -1.99
C -9.285 1.858 -7.991 1.71
C -10.484 2.660 -7.506 -1.79
C -9.661 0.452 -8.369 -1.19
C -9.826 -0.458 -7.149 -0.73
C -8.665 -0.368 -6.213 -1.21
C -8.085 1.060 -5.847 1.57
C -8.821 1.813 -4.745 -1.63
C -6.570 0.895 -5.419 -1.95
N -8.093 1.861 -7.042 0.02
O -7.528 3.183 -6.871 -0.43
H -9.248 2.232 -10.196 0.36
H -8.879 3.598 -9.210 0.35
H -7.771 2.167 -9.322 0.51
H -11.187 2.714 -8.337 0.45
H -10.935 2.159 -6.649 0.34
H -10.158 3.665 -7.238 0.40
H -10.563 0.433 -8.981 0.43
H -8.895 0.081 -9.050 0.44
H -10.791 -0.435 -6.642 0.36
H -9.884 -1.465 -7.562 0.39
H -7.858 -1.014 -6.557 0.45
H -8.967 -0.941 -5.336 0.39
H -9.012 2.884 -4.798 0.26
H -8.291 1.698 -3.799 0.48
H -9.804 1.378 -4.566 0.38
H -6.126 1.770 -4.944 0.38
H -5.874 0.582 -6.198 0.42
H -6.489 0.088 -4.691 0.47
H -8.145 3.574 -6.248 0.34
C 4.806 -0.327 7.733 -1.61
C 5.202 0.299 9.053 1.47
C 5.749 1.721 8.750 -1.92
C 3.933 0.569 9.946 -1.16
C 3.466 -0.742 10.624 -0.76
C 4.565 -1.400 11.461 -1.06
C 5.835 -1.640 10.652 1.50
C 6.917 -1.788 11.731 -2.00
C 5.645 -2.965 9.836 -1.77
N 6.216 -0.405 9.892 0.36
O 7.408 -0.511 9.260 -0.47
H 5.688 -0.442 7.102 0.35
H 4.626 -1.373 7.982 0.39
H 3.960 0.112 7.205 0.35
H 5.033 2.475 8.422 0.36
H 6.152 2.086 9.695 0.50
H 6.588 1.758 8.054 0.34
H 4.108 1.233 10.793 0.28
H 3.093 0.959 9.372 0.51
H 2.626 -0.480 11.269 0.42
H 3.025 -1.417 9.891 0.33
H 4.186 -2.364 11.800 0.39
H 4.778 -0.746 12.306 0.39
H 6.699 -2.615 12.407 0.42
H 6.901 -0.813 12.219 0.50
H 7.942 -1.934 11.391 0.37
H 6.335 -2.877 8.997 0.42
H 4.631 -3.110 9.462 0.31
H 6.077 -3.860 10.283 0.42
H 7.933 0.123 9.755 0.36
C 10.236 6.381 -4.298 -1.77
C 9.191 7.305 -3.570 1.37
C 9.409 8.843 -3.978 -1.68
C 7.838 6.884 -4.131 -1.25
C 6.525 7.304 -3.296 -0.64
C 6.768 6.853 -1.841 -1.25
C 8.089 7.500 -1.185 1.31
C 7.780 8.967 -0.970 -1.58
C 8.220 6.655 0.087 -1.81
N 9.223 7.133 -2.117 0.41
O 10.425 7.411 -1.519 -0.47
H 11.204 6.319 -3.802 0.45
H 10.098 5.305 -4.406 0.37
H 10.652 6.822 -5.203 0.37
H 10.225 9.425 -3.550 0.32
H 9.632 8.995 -5.034 0.47
H 8.425 9.295 -3.854 0.34
H 7.819 7.302 -5.137 0.39
H 7.834 5.798 -4.222 0.41
H 6.297 8.367 -3.379 0.33
H 5.639 6.787 -3.664 0.40
H 6.781 5.763 -1.819 0.40
H 5.880 7.141 -1.279 0.47
H 6.947 8.996 -0.267 0.40
H 7.556 9.599 -1.829 0.29
H 8.734 9.269 -0.538 0.41
H 8.008 5.590 -0.006 0.37
H 7.566 7.039 0.870 0.37
H 9.216 6.667 0.531 0.44
H 10.745 6.507 -1.480 0.36
C -2.667 -3.942 -11.158 -1.91
C -2.130 -5.360 -11.158 1.60
C -0.578 -5.317 -11.016 -1.73
C -2.767 -6.014 -9.940 -1.46
C -2.416 -7.485 -9.818 -0.70
C -3.045 -8.097 -11.108 -1.22
C -2.456 -7.590 -12.417 1.63
C -1.100 -8.160 -12.805 -1.72
C -3.463 -7.934 -13.556 -2.03
N -2.490 -6.105 -12.400 0.27
O -1.950 -5.436 -13.557 -0.47
H -3.567 -3.827 -11.762 0.41
H -2.919 -3.541 -10.176 0.40
H -1.946 -3.205 -11.511 0.38
H -0.348 -4.673 -10.167 0.40
H -0.150 -6.316 -10.932 0.35
H -0.201 -4.828 -11.915 0.41
H -2.522 -5.507 -9.006 0.54
H -3.822 -5.760 -9.834 0.51
H -1.369 -7.705 -9.611 0.34
H -2.865 -7.970 -8.952 0.41
H -4.128 -8.098 -11.229 0.42
H -2.788 -9.150 -10.990 0.37
H -0.567 -7.540 -13.525 0.36
H -1.195 -9.199 -13.122 0.44
H -0.427 -8.112 -11.949 0.37
H -3.128 -7.815 -14.586 0.39
H -4.373 -7.339 -13.483 0.47
H -3.699 -8.998 -13.546 0.44
H -2.731 -4.947 -13.824 0.35
C 1.857 -2.701 -1.886 -1.77
C 0.499 -1.803 -1.649 1.59
C -0.405 -1.632 -2.872 -1.67
C -0.375 -2.461 -0.595 -1.31
C -1.374 -1.522 0.129 -0.85
C -0.591 -0.376 0.761 -1.26
C 0.213 0.417 -0.230 1.51
C -0.685 1.388 -1.055 -1.65
C 1.199 1.181 0.650 -2.06
N 0.987 -0.526 -1.127 0.46
O 1.841 0.242 -1.979 -0.46
H 2.548 -2.789 -1.048 0.38
H 1.573 -3.710 -2.185 0.41
H 2.437 -2.160 -2.634 0.44
H -1.429 -1.543 -2.509 0.34
H -0.216 -0.727 -3.450 0.32
H -0.462 -2.403 -3.641 0.36
H -1.094 -3.183 -0.983 0.41
H 0.135 -3.095 0.131 0.40
H -2.020 -0.966 -0.550 0.29
H -1.952 -2.147 0.810 0.42
H -0.096 -0.741 1.660 0.46
H -1.343 0.210 1.291 0.51
H -1.346 0.880 -1.758 0.35
H -0.096 2.168 -1.538 0.36
H -1.354 1.855 -0.333 0.41
H 1.806 0.473 1.215 0.46
H 0.700 1.859 1.343 0.38
H 1.989 1.750 0.161 0.41
H 2.641 0.044 -1.486 0.36
C 12.059 2.048 0.813 -1.83
C 11.388 0.635 0.897 1.38
C 12.406 -0.383 0.376 -1.74
C 11.025 0.291 2.445 -1.09
C 10.061 -0.925 2.623 -0.69
C 8.793 -0.650 1.834 -1.14
C 9.072 -0.359 0.258 1.60
C 9.472 -1.730 -0.397 -1.71
C 7.698 0.099 -0.290 -1.98
N 10.111 0.721 0.152 0.29
O 10.325 1.195 -1.188 -0.45
H 12.818 2.104 1.593 0.43
H 12.544 2.239 -0.144 0.37
H 11.451 2.934 0.997 0.40
H 12.584 -0.074 -0.654 0.41
H 13.349 -0.333 0.920 0.43
H 12.087 -1.419 0.490 0.32
H 11.911 -0.079 2.961 0.41
H 10.639 1.177 2.950 0.42
H 10.505 -1.868 2.303 0.30
H 9.739 -1.096 3.650 0.40
H 8.245 0.122 2.375 0.43
H 8.182 -1.536 2.011 0.37
H 10.163 -1.502 -1.208 0.36
H 8.680 -2.391 -0.749 0.41
H 10.042 -2.434 0.210 0.27
H 7.812 0.333 -1.348 0.42
H 7.451 1.077 0.122 0.42
H 6.937 -0.658 -0.099 0.44
H 9.779 1.984 -1.233 0.32
C -1.096 3.260 12.363 -1.81
C -1.923 3.589 11.114 1.21
C -3.296 4.048 11.741 -1.65
C -1.350 4.870 10.412 -1.25
C -2.050 5.246 9.136 -0.59
C -1.977 4.123 8.142 -1.21
C -2.542 2.724 8.733 1.49
C -4.056 2.804 8.484 -1.62
C -1.950 1.707 7.816 -1.91
N -2.071 2.504 10.116 0.40
O -2.669 1.424 10.634 -0.52
H -0.093 2.958 12.059 0.42
H -0.930 4.157 12.959 0.37
H -1.586 2.511 12.985 0.41
H -4.035 4.352 10.999 0.34
H -3.764 3.211 12.260 0.42
H -3.001 4.877 12.383 0.42
H -1.237 5.672 11.141 0.46
H -0.340 4.562 10.143 0.39
H -3.040 5.558 9.469 0.32
H -1.480 6.155 8.944 0.35
H -0.932 4.012 7.853 0.45
H -2.445 4.442 7.211 0.45
H -4.528 3.660 8.966 0.31
H -4.479 1.858 8.823 0.39
H -4.217 2.816 7.406 0.41
H -1.922 1.935 6.750 0.37
H -2.360 0.708 7.965 0.39
H -0.905 1.473 8.017 0.43
H -1.905 0.857 10.755 0.38
C -1.836 -10.877 -2.091 -1.53
C -2.691 -11.338 -0.928 1.20
C -2.256 -10.603 0.410 -1.82
C -4.117 -10.882 -1.185 -1.15
C -4.841 -11.849 -2.148 -0.68
C -4.892 -13.252 -1.487 -1.16
C -3.459 -13.812 -1.272 1.74
C -3.487 -15.026 -0.268 -2.04
C -2.845 -14.256 -2.638 -1.85
N -2.609 -12.775 -0.673 0.41
O -1.306 -13.208 -0.250 -0.50
H -2.338 -10.029 -2.558 0.33
H -0.778 -10.646 -1.971 0.35
H -1.787 -11.620 -2.887 0.32
H -2.223 -9.513 0.393 0.38
H -2.852 -10.938 1.259 0.40
H -1.192 -10.796 0.549 0.42
H -4.620 -10.925 -0.218 0.37
H -4.103 -9.882 -1.619 0.46
H -5.874 -11.522 -2.271 0.36
H -4.372 -11.856 -3.132 0.34
H -5.394 -13.957 -2.149 0.45
H -5.275 -13.174 -0.469 0.40
H -4.383 -15.626 -0.421 0.43
H -3.481 -14.740 0.784 0.43
H -2.672 -15.737 -0.402 0.46
H -3.228 -15.162 -3.107 0.43
H -1.776 -14.438 -2.531 0.40
H -2.860 -13.518 -3.440 0.32
H -1.493 -13.829 0.458 0.35
C -7.917 10.825 3.561 -1.88
C -8.012 9.329 3.359 1.58
C -8.068 8.634 4.697 -1.73
C -9.409 9.178 2.618 -1.08
C -9.501 7.807 1.961 -0.61
C -8.380 7.548 1.039 -1.22
C -7.010 7.580 1.710 1.50
C -6.722 6.301 2.597 -1.75
C -5.914 7.657 0.567 -1.94
N -6.914 8.849 2.514 0.07
O -5.681 9.113 3.142 -0.41
H -6.951 11.193 3.906 0.38
H -8.179 11.415 2.682 0.39
H -8.537 11.102 4.414 0.41
H -7.149 8.910 5.213 0.45
H -8.949 8.905 5.278 0.42
H -8.021 7.553 4.566 0.32
H -10.284 9.139 3.267 0.33
H -9.622 10.001 1.935 0.42
H -9.569 7.036 2.728 0.29
H -10.305 7.843 1.226 0.35
H -8.402 8.141 0.125 0.48
H -8.535 6.560 0.605 0.41
H -6.463 5.526 1.876 0.49
H -7.539 5.875 3.179 0.35
H -5.824 6.382 3.210 0.38
H -5.959 6.852 -0.166 0.39
H -4.897 7.611 0.956 0.39
H -5.881 8.611 0.041 0.46
H -5.683 8.321 3.683 0.37
```

LUMO level (eV): 0.21
Multiplicity: 1



(2)
Density functional theory data (ωB97M-V/def2-TZVPD) for 9 unconnected molecules or ions with the total composition C81H171N9O9.

```
270
Properties=species:S:1:pos:R:3:mulliken_charge:R:1
C -0.845 6.246 -3.293 -2.15
C 0.648 6.678 -3.421 2.31
C 1.499 6.237 -2.192 -0.86
C 1.269 5.903 -4.616 -1.26
C 2.526 6.503 -5.260 0.25
C 2.254 8.006 -5.498 -1.90
C 1.893 8.786 -4.278 1.80
C 3.222 8.754 -3.312 -1.50
C 1.632 10.179 -4.766 -1.97
N 0.756 8.138 -3.616 0.27
O 0.228 8.838 -2.539 -0.49
H -0.847 5.177 -3.518 0.30
H -1.338 6.497 -2.356 0.31
H -1.410 6.626 -4.145 0.48
H 1.691 6.939 -1.377 0.27
H 1.177 5.368 -1.612 0.02
H 2.502 5.844 -2.373 -0.12
H 1.540 4.922 -4.215 0.06
H 0.577 5.562 -5.389 0.51
H 3.369 6.349 -4.583 -0.58
H 2.855 5.891 -6.101 0.68
H 1.423 8.128 -6.198 0.47
H 3.093 8.463 -6.024 0.54
H 3.480 7.817 -2.819 0.20
H 2.910 9.293 -2.413 0.44
H 4.114 9.238 -3.707 0.36
H 2.508 10.644 -5.218 0.38
H 1.339 10.893 -3.995 0.38
H 0.840 10.160 -5.516 0.42
H 0.727 8.496 -1.786 0.46
C -6.878 7.861 6.237 -1.72
C -7.056 6.914 5.051 1.45
C -8.459 6.264 5.074 -1.67
C -7.065 7.875 3.806 -1.19
C -6.834 7.059 2.501 -0.73
C -5.566 6.228 2.574 -1.18
C -5.658 5.224 3.784 1.13
C -6.569 3.986 3.339 -1.57
C -4.212 4.701 3.811 -1.92
N -6.024 5.888 5.052 0.35
O -6.070 5.005 6.123 -0.48
H -7.357 8.814 6.017 0.40
H -7.419 7.567 7.141 0.39
H -5.839 7.853 6.569 0.38
H -8.398 5.624 5.956 0.40
H -9.351 6.883 5.169 0.41
H -8.629 5.605 4.224 0.33
H -8.032 8.372 3.761 0.57
H -6.241 8.590 3.794 0.35
H -7.590 6.277 2.382 0.25
H -7.047 7.544 1.547 0.43
H -4.688 6.878 2.557 0.39
H -5.403 5.602 1.695 0.51
H -7.557 4.208 2.939 0.32
H -6.765 3.317 4.181 0.39
H -5.995 3.309 2.706 0.40
H -3.473 5.433 4.135 0.44
H -3.909 4.212 2.886 0.36
H -4.167 3.885 4.537 0.43
H -5.638 5.505 6.822 0.37
C -0.143 -2.126 4.829 -2.07
C 0.436 -3.496 5.235 1.90
C 1.898 -3.602 4.887 -1.84
C 0.268 -3.737 6.781 -1.17
C 0.629 -5.153 7.233 -0.46
C -0.263 -6.128 6.642 -1.42
C -0.306 -6.007 5.062 1.85
C 0.918 -6.677 4.416 -1.79
C -1.525 -6.828 4.562 -2.14
N -0.444 -4.551 4.686 0.06
O -0.547 -4.475 3.284 0.16
H -1.151 -2.063 5.240 0.44
H 0.531 -1.312 5.095 0.35
H -0.261 -2.019 3.749 0.34
H 2.321 -4.583 5.097 0.24
H 2.012 -3.477 3.807 0.27
H 2.530 -2.798 5.265 0.45
H 0.894 -2.971 7.242 0.51
H -0.761 -3.540 7.087 0.37
H 1.655 -5.292 6.884 0.25
H 0.724 -5.180 8.319 0.41
H -1.254 -6.200 7.095 0.42
H 0.061 -7.170 6.716 0.44
H 0.849 -7.769 4.416 0.42
H 1.658 -6.652 5.220 0.58
H 1.212 -6.400 3.406 0.17
H -1.703 -7.666 5.233 0.45
H -1.260 -7.160 3.557 0.32
H -2.360 -6.161 4.343 0.27
H -1.384 -4.040 3.097 0.19
C -1.566 -6.179 -2.551 -1.57
C -0.963 -6.528 -1.204 1.53
C -0.507 -5.213 -0.472 -1.35
C -1.988 -7.134 -0.218 0.74
C -2.517 -8.405 -0.768 -0.73
C -1.329 -9.388 -0.732 -1.30
C -0.036 -8.929 -1.542 1.15
C 1.265 -9.583 -0.964 -1.73
C -0.166 -9.187 -3.119 -1.70
N 0.187 -7.456 -1.354 0.46
O 1.247 -6.954 -2.099 -0.47
H -1.779 -7.061 -3.150 0.33
H -2.421 -5.520 -2.396 0.29
H -0.806 -5.601 -3.079 0.22
H -1.364 -4.547 -0.368 0.00
H 0.011 -5.358 0.476 0.42
H 0.213 -4.612 -1.032 0.45
H -1.556 -7.187 0.780 0.20
H -2.818 -6.425 -0.227 -1.32
H -3.372 -8.859 -0.262 0.33
H -2.909 -8.340 -1.784 0.43
H -1.633 -10.377 -1.080 0.52
H -0.966 -9.561 0.283 0.37
H 2.221 -9.399 -1.457 0.46
H 1.224 -10.667 -0.842 0.37
H 1.449 -9.213 0.046 0.44
H 0.059 -10.256 -3.145 0.52
H 0.716 -8.809 -3.636 0.30
H -1.088 -8.893 -3.613 0.34
H 2.054 -7.337 -1.745 0.37
C 1.392 0.664 -5.379 -2.31
C 1.784 -0.248 -6.569 2.24
C 1.455 0.494 -7.899 -2.36
C 3.297 -0.458 -6.617 -0.47
C 3.863 -1.588 -5.692 -0.55
C 3.171 -2.860 -5.952 -1.47
C 1.573 -2.782 -5.966 1.45
C 1.131 -4.120 -6.650 -2.11
C 0.990 -2.875 -4.537 -1.11
N 1.099 -1.576 -6.509 0.61
O -0.270 -1.584 -6.695 -0.47
H 1.544 1.741 -5.436 0.49
H 0.332 0.475 -5.197 0.56
H 1.776 0.218 -4.459 0.09
H 0.390 0.715 -7.980 0.44
H 2.084 1.378 -7.994 0.35
H 1.592 -0.174 -8.752 0.52
H 3.631 -0.413 -7.653 0.43
H 3.620 0.450 -6.104 -0.40
H 4.954 -1.596 -5.712 0.60
H 3.694 -1.194 -4.686 0.07
H 3.442 -3.607 -5.203 0.50
H 3.543 -3.320 -6.870 0.38
H 0.043 -4.133 -6.579 0.42
H 1.571 -5.040 -6.267 0.33
H 1.357 -4.098 -7.719 0.51
H 1.662 -3.444 -3.888 0.34
H -0.052 -3.179 -4.448 0.41
H 1.089 -1.938 -3.984 -0.01
H -0.329 -1.672 -7.652 0.34
C -7.664 -6.257 3.203 -1.70
C -6.404 -6.678 2.398 0.82
C -5.599 -7.793 3.174 -1.61
C -6.881 -7.294 1.070 -0.67
C -7.360 -6.176 0.166 -0.94
C -6.342 -5.039 0.080 -1.13
C -5.693 -4.475 1.317 2.24
C -4.315 -3.868 0.776 -2.34
C -6.510 -3.355 1.899 -2.03
N -5.471 -5.593 2.201 1.39
O -4.772 -5.251 3.375 -0.57
H -8.194 -5.480 2.658 0.30
H -8.202 -7.183 3.401 0.46
H -7.223 -5.823 4.102 0.35
H -5.369 -7.616 4.223 0.33
H -6.267 -8.658 3.173 0.49
H -4.752 -8.083 2.551 0.16
H -6.027 -7.777 0.592 0.09
H -7.730 -7.967 1.181 0.38
H -7.497 -6.545 -0.852 0.49
H -8.329 -5.820 0.521 0.39
H -6.690 -4.389 -0.725 0.49
H -5.602 -5.580 -0.518 0.07
H -3.601 -3.596 1.556 0.70
H -4.502 -2.980 0.171 0.60
H -3.771 -4.528 0.100 -0.21
H -7.566 -3.526 2.115 0.29
H -6.523 -2.486 1.238 0.44
H -6.137 -2.889 2.813 0.41
H -3.877 -5.322 3.029 0.27
C -1.684 2.028 -3.065 -1.43
C -0.922 1.753 -1.642 1.71
C 0.362 2.506 -1.642 -0.57
C -1.919 2.220 -0.593 -1.94
C -1.502 1.840 0.848 -0.22
C -1.452 0.315 0.866 -1.51
C -0.516 -0.323 -0.209 3.46
C 0.872 -0.155 0.291 -2.11
C -1.021 -1.808 -0.181 -2.38
N -0.842 0.287 -1.530 -0.04
O -0.116 -0.248 -2.631 0.23
H -2.599 1.435 -3.110 0.46
H -1.942 3.080 -3.174 0.40
H -1.078 1.611 -3.868 0.04
H 1.031 2.468 -0.780 0.35
H 1.097 2.119 -2.354 -0.03
H 0.168 3.501 -2.043 -0.31
H -2.043 3.304 -0.627 0.49
H -2.862 1.745 -0.866 0.43
H -0.461 2.114 1.030 0.09
H -2.203 2.113 1.636 0.31
H -2.513 0.064 0.788 0.40
H -1.163 -0.066 1.848 0.26
H 1.154 0.759 0.821 0.13
H 1.541 0.003 -0.560 0.20
H 1.306 -0.937 0.915 0.40
H -0.719 -2.376 0.700 0.24
H -0.418 -2.247 -0.981 0.34
H -2.062 -2.034 -0.407 0.37
H -0.643 -1.028 -2.828 0.26
C 5.553 -0.375 4.709 -1.57
C 4.741 0.876 4.543 2.15
C 3.355 0.585 4.047 -1.27
C 4.722 1.449 5.977 -1.65
C 4.008 2.802 6.208 -0.69
C 4.736 3.773 5.244 -1.24
C 4.931 3.259 3.758 1.60
C 3.546 3.578 3.058 -1.46
C 6.066 4.183 3.243 -1.60
N 5.453 1.842 3.749 0.10
O 5.746 1.451 2.409 -0.38
H 6.288 -0.530 5.500 0.39
H 5.065 -1.353 4.729 0.17
H 6.144 -0.623 3.822 0.37
H 3.056 -0.457 4.176 -0.05
H 2.502 1.039 4.557 0.20
H 3.230 0.875 3.004 0.24
H 4.231 0.669 6.564 0.53
H 5.732 1.525 6.380 0.52
H 2.935 2.732 6.026 0.31
H 4.196 3.145 7.225 0.44
H 5.640 4.053 5.785 0.41
H 4.018 4.589 5.161 0.32
H 2.665 3.135 3.526 0.44
H 3.693 3.365 2.000 -0.10
H 3.182 4.583 3.279 0.47
H 5.941 5.263 3.319 0.33
H 6.277 4.013 2.186 0.13
H 6.840 3.900 3.957 0.52
H 6.517 1.979 2.184 0.39
C 4.586 3.386 -5.286 0.09
C 5.997 3.137 -4.691 1.69
C 7.032 2.598 -5.695 -1.93
C 6.631 4.526 -4.222 -1.54
C 6.177 5.065 -2.818 0.67
C 6.337 3.976 -1.747 -1.08
C 5.637 2.665 -2.144 1.81
C 5.813 1.579 -1.057 -2.11
C 4.126 2.949 -1.925 -0.30
N 6.151 2.252 -3.508 0.22
O 5.869 0.899 -3.862 -0.23
H 3.888 3.951 -4.674 -0.57
H 4.588 3.689 -6.334 0.58
H 4.223 2.359 -5.386 -0.68
H 7.037 3.395 -6.444 0.52
H 8.060 2.476 -5.358 0.40
H 6.745 1.719 -6.274 0.29
H 7.716 4.566 -4.143 0.40
H 6.151 5.286 -4.842 0.54
H 6.588 6.069 -2.711 0.58
H 5.104 5.276 -2.856 -0.91
H 6.019 4.429 -0.805 0.24
H 7.401 3.826 -1.541 0.35
H 6.899 1.455 -1.005 0.62
H 5.405 0.611 -1.344 0.27
H 5.422 1.893 -0.091 0.18
H 3.606 2.030 -2.199 0.35
H 3.908 3.613 -2.764 -0.88
H 3.898 3.406 -0.965 0.20
H 6.723 0.498 -3.679 0.28
```

LUMO level (eV): 0.36
Multiplicity: 1



Which one sits at the bottom of the stability order? (2) does.